(1)
Molecular formula: C6H4CoN2O6
Method: DFT, wB97M-V/def2-TZVPD

## Properties
HOMO level (spin up / spin down) = -22.0 / -22.0 eV
gap between HOMO and LUMO (spin up / spin down) = 8.78 / 5.86 eV
charge = +3
2S+1 = 5

Structure (XYZ):
```
19
Properties=species:S:1:pos:R:3:nbo_charge:R:1
O 0.002 4.199 -0.824 -0.406
C 0.000 3.215 -1.377 0.424
Co 0.000 -0.794 -2.241 0.969
O 0.000 0.079 -5.267 -0.187
C 0.000 -0.272 -4.113 0.448
C -0.001 -2.271 -1.634 0.413
O -0.001 -3.320 -1.091 -0.194
C -1.750 -0.431 -1.737 0.469
O -2.758 -0.034 -1.244 -0.208
C 1.752 -0.431 -1.736 0.470
O 2.755 -0.033 -1.244 -0.207
N 1.098 -0.046 3.008 -0.427
C 0.001 0.014 2.203 0.693
N -1.092 -0.103 3.005 -0.422
O -0.001 0.099 0.965 -0.639
H 0.902 0.042 4.015 0.438
H 2.022 0.128 2.650 0.464
H -2.026 -0.009 2.648 0.463
H -0.904 -0.030 4.016 0.439
```


(2)
Molecular formula: C6H4IMoN2S3Sb
Method: DFT, wB97M-V/def2-TZVPD

## Properties
HOMO level (spin up / spin down) = -12.7 / -12.9 eV
gap between HOMO and LUMO (spin up / spin down) = 6.62 / 7.17 eV
energy relative to the best compared isomer or geometry (same formula, charge and spin) = 0.000 eV
charge = +1
2S+1 = 2

Structure (XYZ):
```
18
Properties=species:S:1:pos:R:3:nbo_charge:R:1
Mo 0.228 -2.008 0.512 0.313
S 2.274 -0.869 1.391 -0.397
Sb 2.563 -3.175 1.520 1.084
S 1.476 -3.290 -0.736 -0.067
S 0.249 -3.306 2.317 -0.114
I -1.457 -0.022 2.464 0.400
C -0.685 0.901 0.800 0.089
C -0.811 2.254 0.541 -0.252
C -0.285 2.741 -0.642 -0.101
C 0.335 1.876 -1.534 -0.211
C 0.434 0.544 -1.202 0.068
N -0.062 0.078 -0.044 -0.496
H -1.316 2.897 1.247 0.259
H -0.366 3.795 -0.873 0.251
H 0.739 2.224 -2.473 0.255
H 0.912 -0.177 -1.852 0.235
N -2.625 -2.287 -0.981 -0.257
C -1.601 -2.176 -0.455 -0.060
```


(3)
Molecular formula: C6H4N2S
Method: DFT, wB97M-V/def2-TZVPD

## Properties
HOMO level = -9.1 eV
gap between HOMO and LUMO = 8.48 eV
energy relative to the best compared isomer or geometry (same formula, charge and spin) = 0.315 eV
charge = 0

Structure (XYZ):
```
13
Properties=species:S:1:pos:R:3:nbo_charge:R:1
C -1.278 -0.328 -1.046 -0.221
C -0.283 -1.351 -0.846 -0.192
C 0.926 -1.175 -0.152 -0.213
C 0.968 0.071 0.528 0.079
C -0.041 1.042 0.438 0.070
C -1.091 0.835 -0.453 -0.188
H -2.149 -0.526 -1.745 0.235
H -0.425 -2.392 -1.337 0.220
H 1.603 -1.927 0.391 0.249
H -1.835 1.737 -0.415 0.230
N 1.890 0.219 1.442 -0.546
N 0.150 2.034 1.196 -0.547
S 1.565 1.763 2.000 0.825
```


(4)
Molecular formula: C6H4N2S2
Method: DFT, wB97M-V/def2-TZVPD

## Properties
HOMO level (spin up / spin down) = -8.5 / -8.5 eV
gap between HOMO and LUMO (spin up / spin down) = 8.08 / 8.08 eV
energy relative to the best compared isomer or geometry (same formula, charge and spin) = 2.874 eV
charge = 0

Structure (XYZ):
```
14
Properties=species:S:1:pos:R:3:nbo_charge:R:1
C 1.068 -1.733 0.301 -0.246
C 1.559 -0.586 -0.303 -0.188
C -0.060 -1.584 0.998 0.018
C 0.836 0.641 -0.121 -0.143
C -0.411 0.598 0.521 0.085
C -1.441 1.491 0.120 0.229
N -0.802 -0.501 1.114 -0.379
N -2.308 1.336 -0.648 -0.365
S 1.397 2.310 -0.610 0.041
S -3.440 1.246 -1.674 0.145
H 1.540 -2.772 0.154 0.239
H 2.449 -0.715 -0.955 0.238
H -0.506 -2.420 1.556 0.198
H 0.120 2.688 -0.453 0.128
```


(5)
Molecular formula: C6H4O
Method: DFT, wB97M-V/def2-TZVPD

## Properties
HOMO level = -9.5 eV
SMILES = C#CC#C[C@H]1CO1
gap between HOMO and LUMO = 9.04 eV
energy relative to the best compared isomer or geometry (same formula, charge and spin) = 4.865 eV
charge = 0

Structure (XYZ):
```
11
Properties=species:S:1:pos:R:3:nbo_charge:R:1
C -1.885 2.465 1.209 -0.112
C -1.188 1.494 1.374 -0.130
C -0.406 0.375 1.390 0.030
C 0.203 -0.611 0.998 -0.023
C 0.506 -0.623 -0.447 0.011
C 1.530 -1.249 -1.263 -0.101
O 0.181 -1.703 -1.280 -0.466
H -2.523 3.309 1.100 0.243
H 0.187 0.346 -0.831 0.173
H 2.261 -1.949 -0.880 0.194
H 1.816 -0.640 -2.122 0.181
```


(6)
Molecular formula: C6H4O
Method: DFT, wB97M-V/def2-TZVPD

## Properties
HOMO level = -8.2 eV
SMILES = C#Cc1ccco1
gap between HOMO and LUMO = 8.82 eV
energy relative to the best compared isomer or geometry (same formula, charge and spin) = 2.662 eV
charge = 0

Structure (XYZ):
```
11
Properties=species:S:1:pos:R:3:nbo_charge:R:1
C 2.798 -0.364 0.155 -0.128
C 1.895 0.437 0.055 -0.105
C 0.543 0.622 -0.250 0.176
C -0.611 1.243 0.097 -0.221
C -1.638 0.263 0.139 -0.371
C -1.186 -0.950 -0.268 0.188
O 0.066 -0.923 -0.662 -0.451
H 3.557 -1.109 0.088 0.237
H -0.846 2.298 0.259 0.252
H -2.620 0.451 0.511 0.223
H -1.777 -1.866 -0.203 0.202
```


(7)
Molecular formula: C6H4O
Method: DFT, wB97M-V/def2-TZVPD

## Properties
HOMO level = -9.3 eV
gap between HOMO and LUMO = 9.93 eV
energy relative to the best compared isomer or geometry (same formula, charge and spin) = 2.773 eV
charge = 0

Structure (XYZ):
```
11
Properties=species:S:1:pos:R:3:lowdin_charge:R:1
C -1.863 2.518 0.753 0.087
C -1.100 1.545 0.484 -0.124
C -0.219 0.489 0.089 -0.300
C 0.365 -0.507 0.810 -0.009
C 1.033 -1.340 -0.135 -0.052
C 0.815 -0.770 -1.349 -0.103
O 0.047 0.334 -1.236 0.055
H -2.097 1.333 1.204 0.089
H 0.309 -0.624 1.884 0.121
H 1.592 -2.242 0.066 0.107
H 1.133 -1.017 -2.351 0.128
```


(8)
Molecular formula: C6H4O
Method: DFT, wB97M-V/def2-TZVPD

## Properties
HOMO level = -8.3 eV
gap between HOMO and LUMO = 9.21 eV
energy relative to the best compared isomer or geometry (same formula, charge and spin) = 4.718 eV
charge = 0

Structure (XYZ):
```
11
Properties=species:S:1:pos:R:3:nbo_charge:R:1
C -0.521 -1.527 -0.807 -0.273
C -0.948 -0.349 -1.111 0.054
C -1.287 0.819 -0.436 0.114
C -0.418 -0.597 0.413 -0.160
C 0.843 0.136 0.701 -0.361
C 0.860 1.355 0.151 0.163
O -0.286 1.800 -0.429 -0.487
H -0.461 -2.570 -1.068 0.263
H -1.123 -0.846 1.205 0.244
H 1.670 -0.296 1.249 0.237
H 1.671 2.076 0.132 0.205
```


(9)
Molecular formula: C6H4O
Method: DFT, wB97M-V/def2-TZVPD

## Properties
HOMO level = -10.1 eV
SMILES = C#CC(=O)C#CC
gap between HOMO and LUMO = 10.23 eV
energy relative to the best compared isomer or geometry (same formula, charge and spin) = 3.657 eV
charge = 0

Structure (XYZ):
```
11
Properties=species:S:1:pos:R:3:nbo_charge:R:1
C 2.978 -0.634 0.406 -0.068
C 2.014 -0.771 1.145 -0.159
C 1.219 0.500 1.012 0.486
O 1.591 1.557 1.458 -0.506
C 0.025 0.321 0.229 -0.158
C -1.050 0.113 -0.271 0.127
C -2.381 -0.141 -0.793 -0.698
H 3.788 -0.269 -0.178 0.240
H -2.685 0.643 -1.491 0.245
H -3.084 -0.149 0.046 0.250
H -2.428 -1.111 -1.295 0.242
```


(10)
Molecular formula: C6H4O
Method: DFT, wB97M-V/def2-TZVPD

## Properties
HOMO level = -9.1 eV
SMILES = C#CC1=C[C@H]1C=O
gap between HOMO and LUMO = 9.60 eV
energy relative to the best compared isomer or geometry (same formula, charge and spin) = 3.318 eV
charge = 0

Structure (XYZ):
```
11
Properties=species:S:1:pos:R:3:nbo_charge:R:1
C 2.779 -0.288 0.310 -0.148
C 1.684 0.238 0.325 -0.068
C 0.330 0.676 0.256 0.002
C -0.595 1.492 -0.150 -0.115
C -1.122 0.172 0.322 -0.360
C -1.312 -1.048 -0.539 0.416
O -0.551 -1.393 -1.412 -0.521
H 3.713 -0.827 0.293 0.245
H -0.965 2.480 -0.390 0.242
H -1.825 0.213 1.177 0.201
H -2.136 -1.714 -0.193 0.105
```


(11)
Molecular formula: C6H4O
Method: DFT, wB97M-V/def2-TZVPD

## Properties
HOMO level = -10.2 eV
gap between HOMO and LUMO = 9.37 eV
energy relative to the best compared isomer or geometry (same formula, charge and spin) = 4.521 eV
charge = 0

Structure (XYZ):
```
11
Properties=species:S:1:pos:R:3:nbo_charge:R:1
C -2.330 -0.143 -0.800 -0.700
C -0.992 0.094 -0.267 0.157
C 0.109 0.279 0.193 -0.172
C 1.382 0.522 0.816 0.517
O 1.709 1.554 1.337 -0.448
C 2.033 -1.176 1.262 0.061
C 2.686 -0.483 0.431 -0.442
H -2.615 0.649 -1.499 0.249
H -3.056 -0.149 0.019 0.252
H -2.383 -1.105 -1.317 0.245
H 3.457 -0.040 -0.175 0.282
```


(12)
Molecular formula: C6H4O
Method: DFT, wB97M-V/def2-TZVPD

## Properties
HOMO level = -10.6 eV
gap between HOMO and LUMO = 9.72 eV
energy relative to the best compared isomer or geometry (same formula, charge and spin) = 4.642 eV
charge = 0

Structure (XYZ):
```
11
Properties=species:S:1:pos:R:3:nbo_charge:R:1
C 1.145 -1.567 -0.244 -0.581
C 2.006 0.559 0.480 0.335
C 0.899 -0.069 0.162 -0.498
C -0.552 0.250 0.007 0.500
O -1.256 -0.673 -0.345 -0.479
C -1.206 1.533 0.225 -0.127
C -1.968 2.460 0.340 -0.108
H 1.198 -1.615 -1.337 0.229
H 0.321 -2.241 0.049 0.259
H 2.060 -1.920 0.222 0.227
H -2.647 3.283 0.439 0.243
```


(13)
Molecular formula: C6H4S
Method: DFT, wB97M-V/def2-TZVPD

## Properties
HOMO level (spin up / spin down) = -8.0 / -8.2 eV
gap between HOMO and LUMO (spin up / spin down) = 6.79 / 6.79 eV
energy relative to the best compared isomer or geometry (same formula, charge and spin) = 5.056 eV
charge = 0

Structure (XYZ):
```
11
Properties=species:S:1:pos:R:3:nbo_charge:R:1
C -3.025 2.377 1.109 -0.113
C 3.445 -1.862 0.529 -0.111
C -2.322 1.801 0.313 -0.103
C 2.414 -1.884 -0.149 -0.227
C -1.484 1.135 -0.568 -0.339
C 1.251 -2.034 -0.756 -0.132
S -0.276 0.123 -0.048 0.146
H -3.660 2.889 1.773 0.237
H 4.224 -1.938 1.234 0.233
H -1.654 1.286 -1.630 0.226
H 1.087 -1.894 -1.809 0.183
```


no.,molecular weight (g/mol)
1,259.039
2,544.917
3,136.179
4,168.246
5,92.097
6,92.097
7,92.097
8,92.097
9,92.097
10,92.097
11,92.097
12,92.097
13,108.165